<1>
62
Properties=species:S:1:pos:R:3 method="wB97M-V/def2-TZVPD" total_charge=0 smiles="COc1cccc(N2CCN(C(=O)c3ccc4nc(N5CCC(C)CC5)sc4c3)CC2)c1" molar_mass_g_mol=450.6
C -1.12 -1.42 -1.62
H -0.99 -2.50 -1.70
O 0.15 -0.86 -1.82
C 0.27 0.51 -1.83
C -0.78 1.39 -1.61
C -0.58 2.77 -1.64
C 0.71 3.24 -1.92
C 1.75 2.36 -2.11
C 1.56 0.99 -2.06
H 2.37 0.30 -2.21
H 2.74 2.75 -2.30
H 0.90 4.30 -2.00
N -1.63 3.66 -1.49
C -1.43 4.94 -0.82
H -0.37 5.10 -0.65
C -2.15 4.95 0.55
N -2.18 3.58 1.05
C -1.06 3.15 1.69
O -0.23 3.93 2.11
C -0.86 1.68 1.82
C 0.37 1.21 1.40
C 0.61 -0.15 1.42
C -0.37 -1.06 1.87
C -1.58 -0.57 2.36
C -1.82 0.79 2.33
H -2.75 1.18 2.72
H -2.32 -1.26 2.74
N -0.03 -2.38 1.76
C 1.15 -2.53 1.26
N 1.75 -3.71 1.08
C 2.88 -3.84 0.19
H 3.48 -2.93 0.24
C 2.40 -4.11 -1.23
H 3.26 -4.22 -1.90
C 1.53 -5.37 -1.27
C 0.99 -5.62 -2.67
H 0.38 -6.52 -2.69
H 1.81 -5.75 -3.38
H 0.39 -4.78 -3.00
C 0.39 -5.24 -0.26
H -0.18 -6.17 -0.21
C 0.93 -4.91 1.14
H 0.12 -4.73 1.84
H 1.56 -5.73 1.50
H -0.28 -4.44 -0.57
H 2.16 -6.23 -0.98
H 1.81 -3.25 -1.57
H 3.49 -4.68 0.55
S 2.01 -1.01 0.87
H 1.12 1.90 1.03
C -3.09 2.76 0.27
H -4.11 2.92 0.63
C -2.96 3.17 -1.22
H -3.20 2.33 -1.88
H -3.66 3.98 -1.45
H -2.83 1.71 0.41
H -3.17 5.32 0.48
H -1.59 5.56 1.27
H -1.81 5.75 -1.45
H -1.75 0.98 -1.41
H -1.53 -1.18 -0.63
H -1.83 -1.10 -2.39

<2>
62
Properties=species:S:1:pos:R:3 method="wB97M-V/def2-TZVPD" total_charge=0 smiles="COc1cccc(N2CCN(C(=O)c3ccc4nc(N5CCC(C)CC5)sc4c3)CC2)c1" molar_mass_g_mol=450.6
C -8.65 -0.65 -3.52
H -9.69 -0.53 -3.83
O -8.61 -1.82 -2.75
C -7.42 -2.23 -2.23
C -6.22 -1.56 -2.41
C -5.04 -2.05 -1.85
C -5.09 -3.22 -1.09
C -6.29 -3.88 -0.91
C -7.46 -3.39 -1.47
H -8.40 -3.90 -1.34
H -6.32 -4.78 -0.33
H -4.19 -3.63 -0.67
N -3.81 -1.43 -2.07
C -3.66 -0.43 -3.10
H -4.28 -0.70 -3.96
C -2.20 -0.40 -3.55
N -1.31 -0.16 -2.43
C -0.72 1.05 -2.30
O -0.87 1.94 -3.12
C 0.18 1.23 -1.12
C 1.26 0.37 -0.92
C 2.09 0.62 0.15
C 1.89 1.71 1.02
C 0.82 2.56 0.79
C -0.01 2.32 -0.28
H -0.84 2.99 -0.48
H 0.67 3.41 1.45
N 2.80 1.82 2.03
C 3.69 0.89 1.99
N 4.70 0.75 2.85
C 5.68 -0.30 2.72
H 5.29 -1.24 3.13
C 6.98 0.10 3.42
H 7.79 -0.53 3.06
C 7.28 1.57 3.14
C 8.67 1.96 3.64
H 8.86 3.01 3.46
H 9.44 1.38 3.13
H 8.76 1.77 4.71
C 6.20 2.45 3.78
H 6.04 3.34 3.17
C 4.88 1.69 3.93
H 4.87 1.13 4.88
H 4.03 2.37 3.93
H 6.52 2.79 4.77
H 7.26 1.71 2.05
H 6.89 -0.05 4.50
H 5.88 -0.46 1.65
S 3.50 -0.28 0.65
H 1.44 -0.46 -1.58
C -1.48 -1.13 -1.38
H -0.84 -0.89 -0.54
C -2.95 -1.15 -0.94
H -3.10 -1.89 -0.16
H -3.19 -0.15 -0.51
H -1.21 -2.12 -1.77
H -2.04 0.40 -4.28
H -1.94 -1.36 -4.00
H -3.95 0.57 -2.75
H -6.19 -0.64 -2.97
H -8.35 0.23 -2.95
H -8.03 -0.74 -4.42

Verdict on stability: <2> comes out at the bottom.